{"formula": "C58H38IN2O7P", "method": "wB97M-V/def2-TZVPD", "charge": 0, "e_tot_ev": -95463.6181, "orbital_gap_ev": 7.751, "elements": ["O", "P", "C", "C", "C", "N", "C", "C", "N", "C", "C", "I", "C", "C", "C", "C", "C", "C", "C", "C", "C", "H", "H", "H", "H", "H", "H", "H", "H", "H", "H", "H", "H", "H", "H", "O", "C", "C", "C", "C", "C", "C", "C", "C", "O", "C", "C", "C", "C", "C", "C", "H", "H", "H", "H", "H", "H", "H", "H", "O", "C", "C", "C", "C", "C", "C", "C", "C", "O", "C", "C", "C", "C", "C", "C", "H", "H", "H", "H", "H", "H", "H", "H", "O", "C", "C", "C", "C", "C", "C", "C", "C", "O", "C", "C", "C", "C", "C", "C", "H", "H", "H", "H", "H", "H", "H", "H"], "coordinates": [[-2.69395, 5.07372, -1.76222], [-1.66054, 4.72926, -0.69770], [-0.91630, 3.09776, -1.20959], [-1.83532, 2.11862, -1.73318], [-1.42624, 0.76136, -2.23530], [-2.43393, -0.05437, -2.73005], [-1.89684, -1.23767, -3.11642], [-0.45551, -1.61369, -3.07409], [0.51030, -0.77746, -2.62473], [0.00285, 0.43064, -2.17555], [0.97410, 1.44875, -1.62322], [3.06584, 0.85749, -1.63573], [0.57346, 2.75790, -1.13670], [1.54237, 3.85248, -0.58703], [2.50326, 3.39686, 0.59778], [1.91263, 2.32281, 1.56235], [2.84822, 1.26698, 2.02115], [2.47789, 0.20561, 2.96002], [1.09275, 0.17234, 3.45105], [0.15112, 1.21876, 2.99229], [0.53802, 2.29046, 2.07651], [-0.68266, 5.77792, -0.76950], [-2.34778, 4.68167, 0.54856], [-2.92563, 2.37965, -1.76862], [-2.61384, -2.01082, -3.50813], [-0.16425, -2.62786, -3.45353], [1.02323, 4.78430, -0.23980], [2.20371, 4.18083, -1.44588], [3.49533, 3.07359, 0.17286], [2.70427, 4.31955, 1.22307], [3.91511, 1.27161, 1.66648], [3.26534, -0.53341, 3.26474], [0.80096, -0.65058, 4.14465], [-0.88166, 1.13990, 3.42784], [-0.16755, 3.09666, 1.74191], [-10.02584, 6.58235, 2.95281], [-8.82521, 6.52015, 2.76966], [-8.28182, 6.00227, 1.48944], [-9.15685, 5.60432, 0.48247], [-8.65780, 5.15595, -0.73239], [-7.28293, 5.10434, -0.94756], [-6.40695, 5.48338, 0.05897], [-6.90322, 5.92759, 1.28261], [-5.95807, 6.31353, 2.35813], [-4.75827, 6.19590, 2.19448], [-6.49966, 6.85052, 3.63077], [-5.62279, 7.25063, 4.63567], [-6.11845, 7.78471, 5.81616], [-7.49209, 7.92185, 5.99762], [-8.36965, 7.51115, 5.00429], [-7.87712, 6.96945, 3.82006], [-10.22766, 5.64781, 0.64289], [-9.34092, 4.85082, -1.51682], [-6.89475, 4.76600, -1.90132], [-5.33713, 5.43648, -0.11260], [-4.55276, 7.15022, 4.49692], [-5.43411, 8.09931, 6.59579], [-7.87778, 8.34805, 6.91668], [-9.43799, 7.61726, 5.15217], [5.77006, -2.72016, -4.65301], [6.81411, -2.90873, -4.05946], [7.64530, -4.10280, -4.35391], [7.23296, -5.00177, -5.33394], [8.02247, -6.09963, -5.64361], [9.22778, -6.30388, -4.97704], [9.63388, -5.42004, -3.98789], [8.84171, -4.32065, -3.66887], [9.27674, -3.39145, -2.59689], [10.29132, -3.61049, -1.96310], [8.45634, -2.18698, -2.31629], [8.87120, -1.28736, -1.33785], [8.12979, -0.14152, -1.09038], [6.97058, 0.11144, -1.81941], [6.54602, -0.79038, -2.78594], [7.28447, -1.94454, -3.03379], [6.29833, -4.84398, -5.85914], [7.70200, -6.79604, -6.40999], [9.84961, -7.15528, -5.22882], [10.57024, -5.58586, -3.46816], [9.77516, -1.47735, -0.77118], [8.45685, 0.55954, -0.33093], [6.39710, 1.01276, -1.63101], [5.64090, -0.58962, -3.34834], [-2.43025, -5.89589, -1.31880], [-1.87779, -5.89173, -0.23455], [-1.60421, -7.16471, 0.47815], [-1.96545, -8.37334, -0.11130], [-1.67848, -9.56995, 0.52931], [-1.02837, -9.56492, 1.76055], [-0.68223, -8.36222, 2.35931], [-0.97419, -7.15879, 1.72356], [-0.61557, -5.87744, 2.38115], [-0.11584, -5.87080, 3.49019], [-0.87083, -4.60658, 1.65981], [-0.50721, -3.39844, 2.24805], [-0.71126, -2.20640, 1.56808], [-1.27859, -2.21539, 0.29766], [-1.65564, -3.41745, -0.28681], [-1.45804, -4.61546, 0.39399], [-2.46673, -8.38239, -1.07197], [-1.95650, -10.51011, 0.06684], [-0.79362, -10.50103, 2.25407], [-0.18096, -8.36300, 3.32010], [-0.06031, -3.38607, 3.23548], [-0.42383, -1.26760, 2.02583], [-1.42810, -1.28310, -0.23599], [-2.09991, -3.41801, -1.27498]], "atomic_forces_ev_per_a": [[0.88, -0.44, 1.41], [-2.16, 0.39, -3.49], [1.07, -2.78, -0.30], [1.22, 0.49, 0.44], [0.45, 2.44, 0.93], [3.39, -1.72, 0.02], [0.02, -0.06, -0.05], [-0.46, 1.38, 0.34], [-2.86, -0.28, -0.32], [0.23, 1.05, 0.38], [-1.35, 1.35, 0.28], [-1.32, 0.27, -0.21], [-1.35, -1.39, -0.73], [0.69, -0.42, -0.21], [-0.39, 0.37, 0.46], [0.39, -2.04, 1.30], [-1.45, -0.03, 0.76], [-1.66, 1.87, -0.86], [1.24, 1.78, -1.73], [1.46, -0.59, 0.16], [1.77, -1.31, 0.28], [-0.07, -0.81, 0.85], [1.00, -0.14, 0.15], [1.19, -0.34, -0.10], [0.80, 0.91, 0.40], [-0.22, 1.15, 0.47], [0.15, -1.17, -0.49], [-0.68, -0.34, 0.87], [-1.18, 0.14, 0.68], [-0.14, -0.90, -0.70], [-1.30, 0.14, 0.25], [-1.09, 0.77, -0.27], [0.01, 0.97, -0.64], [1.08, 0.38, -0.72], [0.58, -1.06, 0.55], [0.15, 0.00, 0.00], [-0.67, 0.01, 0.04], [0.10, -0.06, -0.15], [-0.05, -0.06, -0.20], [0.06, 0.05, 0.11], [-0.04, 0.02, 0.09], [0.05, -0.07, -0.14], [-0.18, -0.04, -0.17], [0.59, -0.08, -0.18], [-0.01, 0.00, 0.08], [-0.09, 0.08, 0.18], [0.04, 0.09, 0.19], [-0.05, -0.04, -0.09], [0.01, -0.06, -0.11], [0.02, 0.09, 0.21], [0.17, 0.08, 0.15], [0.11, 0.07, 0.13], [0.04, 0.02, 0.05], [0.01, 0.03, 0.07], [-0.06, 0.05, 0.09], [-0.11, -0.04, -0.14], [-0.04, -0.02, -0.05], [0.02, -0.03, -0.06], [0.06, -0.09, -0.16], [0.13, -0.01, 0.08], [-0.59, 0.09, -0.34], [0.15, -0.16, -0.01], [0.03, -0.17, -0.13], [0.01, 0.09, 0.07], [-0.06, 0.10, 0.05], [0.06, -0.19, -0.11], [-0.10, -0.10, -0.18], [0.59, -0.14, 0.35], [-0.13, 0.04, -0.08], [-0.15, 0.17, 0.02], [-0.01, 0.19, 0.11], [-0.02, -0.07, -0.06], [0.03, -0.17, -0.06], [-0.07, 0.24, 0.12], [0.11, 0.15, 0.16], [0.06, 0.13, 0.12], [0.01, 0.05, 0.05], [-0.04, 0.05, 0.03], [-0.11, 0.14, 0.06], [-0.05, -0.12, -0.14], [-0.01, -0.05, -0.05], [0.04, -0.04, -0.03], [0.08, -0.18, -0.04], [0.08, 0.00, 0.12], [-0.31, 0.00, -0.59], [0.05, -0.17, 0.12], [0.00, -0.21, -0.01], [0.02, 0.10, 0.02], [-0.02, 0.12, -0.03], [0.00, -0.23, 0.03], [-0.05, -0.17, -0.14], [0.29, 0.01, 0.63], [-0.06, 0.00, -0.15], [-0.04, 0.15, -0.10], [0.01, 0.21, -0.04], [-0.05, -0.08, 0.00], [-0.03, -0.20, -0.02], [0.04, 0.28, 0.03], [0.08, 0.16, 0.08], [0.06, 0.16, 0.07], [0.01, 0.06, 0.02], [-0.02, 0.06, -0.02], [-0.06, 0.17, -0.07], [-0.03, -0.17, -0.08], [-0.01, -0.09, -0.09], [-0.01, -0.04, 0.05], [-0.02, -0.19, 0.11]], "mulliken_charge": [-0.692, 0.570, 0.123, -0.701, 0.384, -0.618, -0.287, -0.309, -0.425, 0.803, -0.539, 0.161, 0.611, -0.711, -0.824, 0.464, -0.505, -0.510, -0.468, -0.455, -0.070, 0.049, 0.096, 0.429, 0.430, 0.353, -0.019, 0.307, 0.232, 0.491, 0.299, 0.348, 0.420, 0.369, 0.274, -0.670, 0.563, 0.477, -0.661, -0.402, -0.661, -0.822, 0.228, 0.452, -0.686, 0.151, -0.498, -0.473, -0.458, -0.550, 0.151, 0.469, 0.391, 0.452, 0.829, 0.462, 0.395, 0.398, 0.462, -0.685, 0.547, 0.193, -0.549, -0.449, -0.465, -0.558, 0.232, 0.605, -0.664, 0.176, -0.558, -0.656, -0.382, -0.582, 0.134, 0.466, 0.398, 0.390, 0.462, 0.471, 0.401, 0.464, 0.573, -0.669, 0.632, 0.118, -0.534, -0.475, -0.475, -0.516, 0.124, 0.594, -0.663, 0.195, -0.829, -0.085, -0.271, -0.833, 0.061, 0.460, 0.398, 0.394, 0.461, 0.472, 0.246, 0.539, 0.613]}